# 1
{
  "formula": "C4H3AgN2O7P",
  "method": "ωB97M-V with the def2-TZVPD basis set",
  "total_charge": 1,
  "gap_ev": 7.42,
  "homo_energy_ha": -0.515,
  "e_lumo_ev": -6.60,
  "max_force_ha_per_bohr": 0.06058,
  "elements": ["N", "P", "O", "O", "C", "C", "O", "N", "O", "C", "O", "O", "C", "O", "H", "H", "H", "Ag"],
  "xyz": [[1.887360, 0.620838, 0.776480], [1.395855, -0.262691, -0.477784], [1.987046, 0.379392, -1.756437], [1.885317, -1.829233, -0.283954], [-0.396865, -0.229373, -0.491907], [-1.146548, 0.847210, -0.455279], [-0.793642, 2.098620, -0.408607], [-1.162289, 2.805111, 0.886738], [-0.816992, 2.233357, 1.797721], [-2.584890, 0.325845, -0.436544], [-3.555316, 0.933895, -0.137637], [-2.521750, -0.999448, -0.756679], [-1.247955, -1.445847, -0.511809], [-0.939953, -2.569685, -0.293155], [2.440563, 0.039136, 1.401976], [2.871760, 0.692632, -1.520237], [1.426588, -2.171460, 0.512614], [1.271711, -1.468299, 2.154501]],
  "atomic_forces_ev_per_a": [[-1.07, -1.55, 0.19], [0.25, 0.49, 2.71], [-0.34, -0.81, -0.70], [-0.27, 1.12, -1.00], [2.37, -1.73, -1.04], [-0.93, -0.02, 0.05], [0.01, -0.31, -1.32], [-0.20, 1.46, 1.32], [-0.22, -0.34, 0.05], [-0.12, 1.45, 0.15], [0.15, -0.39, -0.32], [-0.76, -1.00, 0.58], [0.17, 1.06, -0.40], [-0.07, -0.34, 0.09], [1.38, 0.72, -0.06], [0.32, 0.36, -0.31], [-0.05, -1.03, -1.83], [-0.61, 0.87, 1.84]],
  "mulliken_charge": [-0.72, 1.08, -0.39, -0.39, 0.38, 0.60, -0.40, 0.32, -0.15, 0.45, -0.42, -0.27, 0.13, -0.47, 0.20, 0.37, 0.26, 0.43]
}


# 2
{
  "formula": "C4H3Br",
  "method": "ωB97M-V with the def2-TZVPD basis set",
  "gap_ev": 9.62,
  "homo_energy_ha": -0.334,
  "e_lumo_ev": 0.54,
  "max_force_ha_per_bohr": 0.09569,
  "smiles": "C=CC#CBr",
  "elements": ["C", "C", "C", "C", "Br", "H", "H", "H"],
  "xyz": [[0.084460, 0.135368, -0.383907], [-0.598018, -0.654389, 0.372682], [-1.400509, -1.607391, -0.302170], [-2.059829, -2.473070, -0.900349], [-3.312468, -3.518449, -1.720912], [0.443715, 1.006096, 0.140324], [-0.240365, 0.213720, -1.473467], [-0.456723, -0.860571, 1.410803]],
  "atomic_forces_ev_per_a": [[-0.56, 3.42, -2.03], [-0.82, -3.19, 0.20], [-2.71, -3.67, -1.84], [1.18, 2.40, 1.56], [0.66, 0.36, 0.31], [1.20, 0.17, -0.43], [1.05, -0.10, 1.51], [0.00, 0.62, 0.72]],
  "mulliken_charge": [-0.57, -0.56, 0.22, 0.10, -0.03, 0.28, 0.25, 0.31]
}


# 3
{
  "formula": "C4H3Br",
  "method": "ωB97M-V with the def2-TZVPD basis set",
  "spin_multiplicity": 3,
  "gap_ev": [6.36, 6.78],
  "homo_energy_ha": [-0.206, -0.367],
  "e_lumo_ev": [0.75, -3.20],
  "s2": 2.0085,
  "max_force_ha_per_bohr": 0.22606,
  "elements": ["C", "C", "C", "C", "Br", "H", "H", "H"],
  "xyz": [[0.506939, 1.764624, -0.008646], [0.784252, 0.609575, -0.072851], [1.890468, -1.723707, -0.107555], [1.346003, -0.655510, 0.009416], [-2.802709, 0.097204, -0.175697], [0.221084, 2.776621, 0.276961], [-4.185302, -0.250012, -0.100065], [2.239267, -2.618798, 0.178438]],
  "atomic_forces_ev_per_a": [[-2.03, 7.33, 0.34], [3.91, -10.21, 0.07], [2.22, -3.83, -2.30], [-5.35, 10.29, 0.83], [-0.20, -0.04, 0.02], [0.17, -0.94, -0.15], [0.21, 0.05, -0.02], [1.06, -2.64, 1.22]],
  "mulliken_charge": [-0.47, 0.12, -0.75, 0.33, -0.22, 0.37, 0.22, 0.40]
}